# 1
Computed, not measured: a cluster of 2 separate species, C22H22F2O5 in total at a distorted geometry, with ωB97M-V/def2-TZVPD.

Summary:
HOMO-LUMO gap: 2.92 eV
Energy above the lowest of the compared OMol25 structures with the same formula, charge and spin: 1.6508 eV
E_HOMO: -6.549 eV

Positions of all 51 atoms, in Å:
C: -4.3988 -0.8127 -1.4838
C: -3.7610 -1.1130 -0.1588
O: -2.4155 -1.5681 -0.4095
C: -1.7659 -1.7873 0.7512
C: -0.3640 -2.2562 0.5409
C: 0.1843 -2.3782 -0.8103
C: 1.5909 -2.8953 -0.9889
O: -0.4244 -2.0685 -1.8440
C: 0.4136 -2.5597 1.7517
O: 1.6293 -2.7959 1.7922
O: -0.2893 -2.5570 2.8956
C: 0.5372 -2.8481 4.0493
C: -0.3169 -2.6477 5.2648
O: -2.3219 -1.5889 1.8233
H: -5.4212 -0.4804 -1.2968
H: -3.8722 -0.0101 -2.0084
H: -4.4386 -1.6989 -2.1233
H: -3.7335 -0.2131 0.4685
H: -4.3141 -1.9006 0.3698
H: 2.0656 -3.1592 -0.0452
H: 1.5695 -3.7572 -1.6690
H: 2.1874 -2.1216 -1.4891
H: 0.9001 -3.8831 3.9962
H: 1.4008 -2.1734 4.0752
H: 0.2727 -2.8818 6.1532
H: -0.6434 -1.6078 5.3469
H: -1.1930 -3.3006 5.2585
F: 1.1356 0.8933 -6.3666
C: 1.2581 1.1017 -5.0196
C: 2.1819 0.3357 -4.3088
C: 2.3024 0.5681 -2.9499
C: 1.5091 1.5440 -2.2617
C: 1.7226 1.6786 -0.8643
C: 1.2218 2.6177 0.0757
C: 1.7314 2.5333 1.4128
C: 1.3180 3.3844 2.4227
C: 0.3638 4.3514 2.1070
F: -0.0677 5.1924 3.0973
C: -0.1687 4.5015 0.8310
C: 0.2698 3.6486 -0.1746
C: 0.5833 2.2805 -3.0557
C: 0.4594 2.0712 -4.4233
H: 2.7867 -0.4178 -4.8078
H: 3.0253 -0.0025 -2.3654
H: 2.4488 0.9776 -0.4535
H: 2.4752 1.7646 1.6217
H: 1.7182 3.3037 3.4302
H: -0.9093 5.2715 0.6250
H: -0.1386 3.7917 -1.1638
H: -0.0581 3.0226 -2.6037
H: -0.2465 2.6505 -5.0149



# 2
Computed, not measured: a cluster of 11 separate species, C28H72N6O11S5 in total at a distorted geometry, with ωB97M-V/def2-TZVPD.

Summary:
HOMO-LUMO gap: 8.23 eV
Energy above the lowest of the compared OMol25 structures with the same formula, charge and spin: 0.1609 eV
E_HOMO: -8.089 eV

Positions of all 122 atoms, in Å:
C: -4.6850 7.3175 -0.0216
C: -4.0861 5.9300 0.2038
O: -4.6688 5.1094 0.9177
N: -3.0815 5.7099 -0.6062
C: -2.5192 4.3225 -0.7963
H: -5.7314 7.3302 0.2832
H: -4.6035 7.5613 -1.0808
H: -4.1533 7.9712 0.6699
H: -2.6383 6.4604 -1.1164
H: -1.6114 4.2436 -1.3945
H: -3.2109 3.6345 -1.2824
H: -2.3307 3.8782 0.1811
C: 3.2374 -2.1175 0.9779
C: 4.5363 -1.5190 0.4462
O: 4.4561 -1.0416 -0.7538
N: 5.6621 -1.5238 1.1731
C: 6.9826 -1.0421 0.6990
H: 3.3160 -2.4048 2.0265
H: 2.9465 -3.0282 0.4543
H: 2.4456 -1.3925 1.1662
H: 5.5837 -1.9610 2.0802
H: 7.0467 0.0458 0.6761
H: 7.2922 -1.5889 -0.1917
H: 7.7758 -1.1407 1.4401
C: 5.3268 -4.0776 -2.5906
C: 3.9463 -4.6525 -2.3892
O: 3.7401 -5.8170 -2.6411
N: 3.0258 -3.7985 -1.9636
C: 1.6701 -4.1205 -1.8576
H: 5.3178 -3.6481 -3.5923
H: 5.9922 -4.9363 -2.5010
H: 5.4668 -3.2077 -1.9490
H: 3.3437 -2.9299 -1.5580
H: 1.0527 -3.3508 -1.3944
H: 1.5979 -4.8356 -1.0381
H: 1.4516 -4.4471 -2.8743
C: -5.1890 0.7057 -0.3716
C: -5.0945 0.7477 1.0951
O: -4.8630 -0.3082 1.7283
N: -5.0738 1.8913 1.6651
C: -4.7816 2.1207 3.0689
H: -5.2073 -0.3147 -0.7546
H: -4.3960 1.2264 -0.9083
H: -6.1263 1.2109 -0.6045
H: -5.3459 2.7564 1.2204
H: -5.4904 2.7566 3.5993
H: -3.8511 2.6636 3.2343
H: -4.6880 1.1838 3.6180
C: 3.8817 1.1001 2.6396
C: 2.5088 1.7142 2.7033
O: 1.5561 1.1884 2.0530
N: 2.3005 2.7907 3.4663
C: 1.0340 3.4381 3.6303
H: 4.4998 1.7807 3.2252
H: 4.2846 1.0006 1.6317
H: 4.0446 0.0855 3.0032
H: 3.1947 3.1098 3.8109
H: 0.9881 3.6810 4.6919
H: 0.2517 2.7008 3.4498
H: 0.8739 4.2765 2.9525
C: -1.0123 0.0597 3.5642
C: -2.0849 -0.5594 4.5037
O: -1.7179 -0.5849 5.6899
N: -3.1892 -1.0868 3.9633
C: -4.2300 -1.6020 4.8621
H: -1.2184 1.0877 3.2664
H: -0.8778 -0.3973 2.5838
H: -0.0831 0.1535 4.1262
H: -3.4918 -0.9686 3.0069
H: -5.1781 -1.0999 4.6699
H: -4.1104 -1.5163 5.9421
H: -4.3431 -2.6774 4.7245
C: 0.8901 3.5230 -3.3659
S: 0.9080 3.6148 -5.2679
O: 2.3372 3.9057 -5.7129
C: 0.1575 2.0086 -5.7662
H: 1.4399 2.6276 -3.0759
H: -0.1319 3.4110 -3.0039
H: 1.2262 4.4783 -2.9627
H: -0.4439 1.7473 -4.8955
H: 0.8458 1.1866 -5.9631
H: -0.6165 2.2137 -6.5057
C: -1.7212 -0.9247 -1.0865
S: -0.6012 0.2660 -1.9097
O: -1.2091 1.6121 -1.5184
C: 0.8736 -0.0038 -0.7697
H: -1.7364 -0.7596 -0.0092
H: -1.2650 -1.8826 -1.3366
H: -2.8046 -0.8724 -1.1943
H: 0.5558 0.2500 0.2415
H: 1.8080 0.4532 -1.0955
H: 1.2100 -1.0352 -0.6647
C: 0.9257 -5.4625 2.4066
S: -0.1397 -3.9251 2.0431
O: 0.5164 -3.1476 0.9382
C: -1.6898 -4.6651 1.3294
H: 1.9350 -5.1087 2.6172
H: 0.8834 -6.1250 1.5422
H: 0.6002 -6.1507 3.1867
H: -2.3013 -3.8419 0.9599
H: -2.1733 -5.2904 2.0800
H: -1.4660 -5.1284 0.3685
C: -3.8394 -3.8513 -3.1803
S: -3.1307 -4.7768 -4.6151
O: -1.6534 -4.9458 -4.3365
C: -3.9637 -6.4444 -4.6191
H: -3.4004 -2.8583 -3.0843
H: -3.4640 -4.2607 -2.2425
H: -4.9292 -3.8719 -3.1771
H: -3.3938 -7.2200 -5.1308
H: -4.9276 -6.3972 -5.1258
H: -4.0499 -6.8310 -3.6036
C: 2.9039 3.1736 -0.5858
S: 3.8445 4.1218 -1.8020
O: 3.2882 5.5181 -1.8344
C: 5.2497 4.3031 -0.6765
H: 2.7584 3.8922 0.2208
H: 3.5494 2.3281 -0.3480
H: 1.9281 2.7584 -0.8379
H: 6.0294 4.9926 -1.0002
H: 5.8806 3.4476 -0.4354
H: 4.8397 4.7007 0.2519



# 3
Computed, not measured: an isolated molecule of C6H10 at a distorted geometry, with ωB97M-V/def2-TZVPD.

Summary:
HOMO-LUMO gap: 9.25 eV
SMILES: C=C(C)C1CC1
Energy above the lowest of the compared OMol25 structures with the same formula, charge and spin: 1.9686 eV
E_HOMO: -8.102 eV

Positions of all 16 atoms, in Å:
C: 2.0552 -0.3791 -0.0904
C: 0.8018 0.1033 -0.0354
C: 0.5342 1.5503 -0.3394
C: -0.2323 -0.7125 0.6627
C: -1.2104 -0.9069 -0.5783
C: -1.6736 -0.3094 0.7139
H: 2.9104 0.2719 -0.1752
H: 2.2873 -1.4008 0.1643
H: -0.3327 1.6743 -0.9868
H: 1.3753 1.9985 -0.8653
H: 0.3599 2.1110 0.5791
H: 0.1145 -1.6226 1.1387
H: -1.2943 -0.2930 -1.4638
H: -1.4545 -1.9363 -0.7966
H: -2.3272 -0.8936 1.3477
H: -1.9138 0.7447 0.7250



# 4
Computed, not measured: a structure of composition C45H37BrIN2O5Y, with ωB97M-V/def2-TZVPD.

Summary:
HOMO-LUMO gap: 6.77 eV
E_HOMO: -7.330 eV

Positions of all 92 atoms, in Å:
Y: -0.3612 -0.0237 -0.3066
Br: -6.7554 3.8547 -2.2349
C: -5.3859 2.6525 -1.7090
C: -5.3446 1.3663 -2.2662
C: -4.3800 0.4731 -1.8826
C: -3.3871 0.8227 -0.9310
O: -2.5352 -0.0432 -0.5150
C: -3.4127 2.1538 -0.4199
C: -2.4301 2.6542 0.4956
N: -1.2635 2.1488 0.7321
C: -0.4205 2.8271 1.6383
C: -0.4158 4.1815 1.8625
C: 0.4516 4.7575 2.8144
C: 1.3221 3.9909 3.5321
C: 1.3866 2.5980 3.2939
C: 2.2833 1.7371 3.9649
C: 2.3087 0.4082 3.6534
C: 1.4469 -0.0647 2.6443
N: 0.5984 0.7060 2.0119
C: 0.5336 2.0216 2.3304
C: -4.4460 3.0356 -0.7946
H: -6.0886 1.0813 -2.9987
H: -4.3435 -0.5252 -2.2975
H: -2.7274 3.5654 1.0217
H: -1.0713 4.8315 1.2984
H: 0.4176 5.8280 2.9680
H: 1.9810 4.4330 4.2685
H: 2.9445 2.1472 4.7187
H: 2.9803 -0.2787 4.1493
H: 1.4668 -1.1062 2.3367
H: -4.4749 4.0313 -0.3685
I: -0.1154 2.5387 -2.3681
C: 0.0987 1.3681 -4.0842
C: 0.4324 1.9610 -5.2656
C: 0.5268 1.1666 -6.4284
C: 0.2388 -0.1657 -6.3681
C: -0.1447 -0.7795 -5.1495
C: -0.5406 -2.1369 -5.1060
C: -0.9736 -2.6761 -3.9286
C: -0.9562 -1.9042 -2.7460
C: -0.5173 -0.5962 -2.6840
C: -0.1786 -0.0197 -3.9459
H: 0.6179 3.0253 -5.3203
H: 0.8050 1.6294 -7.3664
H: 0.2756 -0.7741 -7.2647
H: -0.5267 -2.7197 -6.0199
H: -1.3187 -3.7039 -3.8955
H: -1.2863 -2.4159 -1.8401
C: 2.3633 -5.7513 -3.0211
O: 1.6394 -6.2583 -1.9119
C: 1.1199 -5.3550 -1.0477
C: 0.3259 -5.8967 -0.0148
C: -0.2838 -5.0452 0.8604
C: -0.1418 -3.6420 0.7711
C: -0.9613 -2.7711 1.5808
C: -1.6982 -3.3239 2.7761
O: -1.1322 -1.5709 1.3203
C: 0.7284 -3.1056 -0.2246
O: 0.9900 -1.8445 -0.3213
C: 1.3307 -3.9997 -1.1413
H: 2.6381 -6.6160 -3.6196
H: 3.2657 -5.2268 -2.6956
H: 1.7493 -5.0685 -3.6137
H: 0.1920 -6.9676 0.0372
H: -0.9258 -5.4614 1.6259
H: -2.5588 -3.9048 2.4380
H: -2.0599 -2.4896 3.3715
H: -1.0701 -3.9783 3.3787
H: 1.9385 -3.5547 -1.9155
C: 5.4808 -3.6117 -4.1687
C: 4.8745 -2.6670 -3.1698
C: 4.3573 -1.4452 -3.5665
C: 3.8033 -0.5478 -2.6587
C: 3.4142 0.8106 -3.1699
C: 3.7458 -0.9175 -1.3074
C: 3.0911 -0.1046 -0.2774
O: 2.1686 0.6847 -0.4047
C: 4.3078 -2.1378 -0.8735
C: 4.2875 -2.5719 0.5692
C: 4.8537 -2.9920 -1.8150
H: 5.1864 -3.3551 -5.1854
H: 5.1796 -4.6414 -3.9724
H: 6.5709 -3.5774 -4.1160
H: 4.3875 -1.1690 -4.6147
H: 2.9079 0.7138 -4.1293
H: 4.3188 1.4032 -3.3310
H: 2.7656 1.3523 -2.4920
H: 3.4916 -0.2519 0.7403
H: 3.2645 -2.6658 0.9361
H: 4.8178 -1.8696 1.2163
H: 4.7715 -3.5418 0.6708
H: 5.2656 -3.9414 -1.4866



# 5
Computed, not measured: a structure of composition C22H50BiN3P3Se at a distorted geometry, with ωB97M-V/def2-TZVPD.

Summary:
Total charge: +3
HOMO-LUMO gap (spin up / spin down): 4.29 / 4.25 eV
E_HOMO (spin up / spin down): -15.128 / -15.128 eV

Positions of all 80 atoms, in Å:
Bi: 0.0760 -0.3012 -0.0481
P: 0.2761 2.0606 1.4552
P: -2.6878 0.4670 -0.4382
P: 2.7957 -0.2953 -0.4765
H: -1.4811 -3.3512 -8.8315
C: -0.6196 -4.0083 -8.6524
C: -0.7822 -5.2773 -8.2392
H: -1.7801 -5.7019 -8.0672
C: 0.3554 3.6642 0.5910
C: -1.0968 2.2985 2.6274
C: 1.7498 2.1383 2.5165
C: -3.3123 -0.6724 -1.7264
C: -3.8413 0.2161 0.9615
C: -3.0882 2.1295 -1.0778
C: 2.9979 -1.5804 -1.7454
C: 3.7633 -0.8463 0.9590
C: 3.5487 1.2235 -1.1209
H: 0.3756 -3.6038 -8.8797
H: 0.0747 -5.9478 -8.0926
H: 0.3781 4.4579 1.3506
H: -0.5157 3.7975 -0.0633
H: 1.2713 3.7086 -0.0129
H: -0.8303 3.1175 3.3096
H: -1.2626 1.3822 3.2111
H: -2.0208 2.5607 2.0933
H: 1.6862 3.0629 3.1069
H: 2.6603 2.1639 1.9012
H: 1.7881 1.2779 3.1989
H: -4.4103 -0.7150 -1.6934
H: -2.9052 -1.6791 -1.5471
H: -2.9875 -0.3269 -2.7183
H: -4.7517 0.8218 0.8429
H: -3.3555 0.4997 1.9087
H: -4.1347 -0.8433 1.0299
H: -4.1783 2.2481 -1.1773
H: -2.6029 2.2652 -2.0570
H: -2.7079 2.8993 -0.3878
H: 4.0533 -1.8744 -1.8090
H: 2.6539 -1.2086 -2.7210
H: 2.3923 -2.4579 -1.4797
H: 4.8368 -0.8191 0.7195
H: 3.4824 -1.8749 1.2390
H: 3.5683 -0.1814 1.8179
H: 4.6421 1.1067 -1.1414
H: 3.2873 2.0812 -0.4795
H: 3.1630 1.4238 -2.1329
C: 0.1422 0.2947 -4.0413
C: -0.2822 -1.0465 -3.9509
C: -0.3400 -1.8495 -5.0899
C: 0.0233 -1.3271 -6.3386
C: 0.4618 0.0019 -6.4443
C: 0.5249 0.8070 -5.3076
Se: 0.1902 1.4395 -2.5702
H: -0.1833 -1.9064 -0.8192
H: -0.5663 -1.4524 -2.9774
H: -0.6683 -2.8857 -5.0043
H: -0.0361 -1.9663 -7.2260
H: 0.7548 0.4030 -7.4170
H: 0.8615 1.8422 -5.3613
C: -2.3681 -3.2009 3.4453
N: -1.1211 -2.6257 3.9553
C: -0.8773 -2.8492 5.3709
C: -0.2714 -1.9178 3.1670
N: -0.7082 -1.3827 2.0391
N: 1.0766 -1.7810 3.5602
C: 1.4399 -0.8775 4.6473
C: 1.9724 -2.9266 3.4016
H: -2.5180 -4.1918 3.9036
H: -2.2682 -3.3338 2.3656
H: -3.2444 -2.5657 3.6696
H: 0.0564 -3.3977 5.5551
H: -0.8386 -1.8924 5.9077
H: -1.7225 -3.4315 5.7662
H: -1.7241 -1.4362 1.9788
H: 1.4711 -1.3753 5.6329
H: 2.4500 -0.4845 4.4602
H: 0.7425 -0.0294 4.6803
H: 1.8908 -3.3110 2.3752
H: 3.0068 -2.5945 3.5668
H: 1.7587 -3.7454 4.1133



# 6
Computed, not measured: an isolated molecule of C15H20N2O2, with ωB97M-V/def2-TZVPD.

Summary:
HOMO-LUMO gap: 9.75 eV
SMILES: O=C(Cc1ccccc1)NCC(=O)N1CCCCC1
Energy above the lowest of the compared OMol25 structures with the same formula, charge and spin: 0.0575 eV
E_HOMO: -8.924 eV

Positions of all 39 atoms, in Å:
O: 1.9906 1.2841 1.8338
C: 0.9463 0.6939 2.0160
C: 0.4714 0.2224 3.3886
C: -0.8742 0.8091 3.7030
C: -2.0376 0.0669 3.5416
C: -3.2741 0.6310 3.8040
C: -3.3626 1.9456 4.2272
C: -2.2081 2.6939 4.3874
C: -0.9732 2.1295 4.1260
N: 0.0745 0.4198 1.0244
C: 0.4038 0.6266 -0.3615
C: -0.0859 -0.5842 -1.1567
O: -0.7593 -1.4404 -0.6070
N: 0.2234 -0.6315 -2.4642
C: 1.0704 0.2912 -3.1849
C: 2.3808 -0.3980 -3.5738
C: 2.0826 -1.6428 -4.4060
C: 1.1381 -2.5652 -3.6389
C: -0.1268 -1.8062 -3.2405
H: 0.4232 -0.8683 3.3796
H: 1.2146 0.5395 4.1212
H: -1.9786 -0.9636 3.2186
H: -4.1703 0.0410 3.6784
H: -4.3272 2.3854 4.4333
H: -2.2710 3.7205 4.7179
H: -0.0728 2.7140 4.2478
H: -0.7023 -0.2109 1.1799
H: 1.4886 0.7514 -0.4314
H: -0.0857 1.5343 -0.7394
H: 0.5386 0.5963 -4.0947
H: 1.2659 1.1812 -2.5909
H: 2.9177 -0.6826 -2.6668
H: 3.0049 0.2976 -4.1360
H: 1.6155 -1.3456 -5.3481
H: 3.0099 -2.1668 -4.6419
H: 1.6327 -2.9277 -2.7359
H: 0.8674 -3.4276 -4.2489
H: -0.6718 -1.4861 -4.1353
H: -0.7792 -2.4279 -2.6260



# 7
Computed, not measured: an isolated molecule of C17H22O5, with ωB97M-V/def2-TZVPD.

Summary:
HOMO-LUMO gap: 9.19 eV
SMILES: C=C(C)C(=O)OCCCCCCOc1ccc(C(=O)O)cc1
Energy above the lowest of the compared OMol25 structures with the same formula, charge and spin: 0.0934 eV
E_HOMO: -8.449 eV

Positions of all 44 atoms, in Å:
C: -0.2143 3.3744 -0.4788
C: -1.3810 2.7935 -0.7413
C: -2.5659 3.4996 -1.3169
C: -1.5184 1.3425 -0.4486
O: -0.6539 0.6697 0.0623
O: -2.7129 0.8639 -0.8170
C: -2.9633 -0.5249 -0.6158
C: -3.0801 -1.2672 -1.9474
C: -1.8295 -1.1811 -2.8266
C: -0.5383 -1.6808 -2.1767
C: -0.5610 -3.1671 -1.8274
C: 0.7061 -3.6239 -1.0950
O: 0.7051 -3.2227 0.2619
C: 1.1709 -2.0112 0.6566
C: 1.9758 -1.1556 -0.0936
C: 2.3761 0.0556 0.4297
C: 1.9964 0.4359 1.7131
C: 2.3674 1.7375 2.2815
O: 2.1478 2.0940 3.4149
O: 2.9946 2.5530 1.4057
C: 1.2194 -0.4357 2.4778
C: 0.8156 -1.6405 1.9587
H: 0.5993 2.8024 -0.0655
H: -0.0431 4.4205 -0.6670
H: -3.4143 3.4204 -0.6397
H: -2.8566 3.0392 -2.2595
H: -2.3394 4.5489 -1.4854
H: -3.9113 -0.5920 -0.0731
H: -2.1637 -0.9420 0.0034
H: -3.9194 -0.8460 -2.5054
H: -3.3170 -2.3082 -1.7252
H: -1.6798 -0.1377 -3.1152
H: -2.0190 -1.7510 -3.7400
H: 0.2817 -1.4968 -2.8765
H: -0.3366 -1.0957 -1.2801
H: -1.4096 -3.3889 -1.1787
H: -0.6657 -3.7589 -2.7398
H: 0.7243 -4.7177 -1.0522
H: 1.6043 -3.2867 -1.6207
H: 2.2813 -1.4143 -1.0954
H: 2.9846 0.7204 -0.1637
H: 3.2090 3.3874 1.8501
H: 0.9304 -0.1340 3.4728
H: 0.2025 -2.3197 2.5306



# 8
Computed, not measured: a structure of composition C14H25BN2O4 at a distorted geometry, with ωB97M-V/def2-TZVPD.

Summary:
HOMO-LUMO gap: 5.81 eV
E_HOMO: -6.316 eV

Positions of all 46 atoms, in Å:
B: 4.4224 0.1466 3.0601
O: 3.6834 1.1743 2.1621
C: 2.7008 0.4727 1.4848
C: 1.3228 1.0571 1.8341
C: 0.6311 1.1273 0.4752
C: 0.9433 2.3194 -0.3241
O: -0.3625 2.1315 0.2572
C: 2.9978 -1.0368 1.8587
C: 1.7323 -1.8171 1.6959
C: 1.2505 -2.0286 0.4199
C: 0.0363 -2.6453 0.2414
C: -0.6334 -3.0787 1.3656
C: -0.0485 -2.8571 2.5923
N: 1.1014 -2.2213 2.8026
O: 3.4568 -0.9721 3.1455
H: 4.7087 0.6895 4.1140
H: 5.4615 -0.1299 2.4379
H: 2.8145 0.5352 0.3850
H: 0.7126 0.4489 2.4962
H: 1.4189 2.0809 2.1732
H: 0.5210 0.1901 -0.0543
H: 1.5545 3.0569 0.1662
H: 0.9371 2.1922 -1.4003
H: 3.7880 -1.2994 1.1455
H: 1.8088 -1.6547 -0.4250
H: -0.3561 -2.7267 -0.7597
H: -1.6026 -3.5463 1.3027
H: -0.5711 -3.1980 3.4761
C: -3.3078 1.8153 -2.9574
C: -1.9780 1.6228 -2.2463
C: -1.3494 0.2373 -2.4405
O: -2.0439 -0.6779 -1.6314
C: -3.0353 -1.4986 -2.2525
N: -2.2061 1.7589 -0.7522
H: -4.0992 1.2125 -2.5106
H: -3.6249 2.8583 -2.9136
H: -3.2190 1.5405 -4.0063
H: -1.2828 2.4069 -2.5448
H: -0.3244 0.2713 -2.0565
H: -1.2927 -0.0614 -3.4876
H: -2.8111 -1.6689 -3.3060
H: -4.0263 -1.0501 -2.1562
H: -3.0421 -2.4533 -1.7314
H: -2.8237 2.5317 -0.5145
H: -1.3380 1.8663 -0.1896
H: -2.6256 0.8779 -0.4315



no.,energy (a.u.)
1,-1427.3429
2,-4256.9553
3,-234.5302
4,-5132.9513
5,-4671.5715
6,-843.6246
7,-1037.2080
8,-983.6092